Entry from the OMol25 dataset: a molecular structure, C25H18N6O8SeTi (ωB97M-V/def2-TZVPD).

Last column: Löwdin charge in e.
Geometry (Å):
Ti: -1.176 0.439 -0.657  1.0109
O: 0.886 -2.271 3.591  0.0302
C: 1.072 -3.131 2.571  -0.2857
C: 1.852 -4.263 2.798  -0.0343
C: 2.088 -5.170 1.778  -0.1098
C: 1.544 -4.965 0.515  -0.1060
C: 0.772 -3.839 0.284  -0.0221
C: 0.527 -2.911 1.293  -0.0730
C: -0.172 -1.656 0.970  -0.4271
O: -0.431 -1.361 -0.263  -0.2059
N: -0.407 -0.771 1.897  0.0693
N: -0.868 0.362 1.287  -0.1537
C: -0.885 1.517 2.046  -0.1258
C: -0.755 2.647 1.295  -0.2992
C: -0.728 4.009 1.757  -0.0646
C: -0.440 5.009 0.892  -0.1322
C: -0.181 4.717 -0.483  -0.1149
C: -0.291 3.419 -0.895  -0.1542
N: -0.597 2.397 -0.070  -0.0449
H: 0.347 -1.510 3.234  0.0644
H: 2.280 -4.400 3.784  0.1062
H: 2.713 -6.034 1.967  0.0929
H: 1.740 -5.664 -0.288  0.0942
H: 0.361 -3.633 -0.696  0.1245
H: -0.921 1.467 3.125  0.0973
H: -0.928 4.206 2.803  0.0948
H: -0.408 6.036 1.242  0.0828
H: 0.066 5.494 -1.193  0.0739
H: -0.148 3.140 -1.932  0.1083
Se: -3.087 -1.487 -1.811  0.5885
C: -4.752 -0.839 -1.414  -0.8824
N: -5.827 -0.460 -1.198  -0.0013
O: 1.442 -0.999 -3.108  0.0747
C: 1.278 -0.356 -2.089  -0.5644
O: 0.339 0.525 -1.902  -0.1481
C: 2.229 -0.564 -0.922  -0.1035
C: 2.213 0.264 0.195  0.0043
C: 3.005 -0.029 1.300  -0.0434
C: 3.826 -1.143 1.298  -0.0091
C: 3.852 -1.936 0.161  -0.1479
C: 3.069 -1.669 -0.947  0.0594
N: 4.729 -3.115 0.146  -0.3500
O: 5.405 -3.340 1.137  0.0396
O: 4.731 -3.820 -0.844  0.0573
H: 1.542 1.113 0.213  0.1066
H: 2.951 0.599 2.179  0.1088
H: 4.426 -1.413 2.154  0.1128
H: 3.074 -2.315 -1.812  0.1296
O: -3.070 1.279 -0.148  -0.0873
C: -3.284 1.837 -1.248  -0.5546
C: -4.514 2.619 -1.625  -0.0804
C: -4.185 3.014 -3.061  -0.0823
C: -2.764 2.470 -3.298  -0.4810
O: -2.138 2.657 -4.319  0.0422
N: -2.361 1.750 -2.198  0.0897
H: -4.630 3.464 -0.945  0.1186
H: -5.381 1.968 -1.516  0.0868
H: -4.180 4.090 -3.238  0.1067
H: -4.850 2.556 -3.794  0.1142

Maximum force (eV/Å): 0.58
HOMO-LUMO gap (spin up / spin down) (Eh): 0.1841 / 0.1834
Total charge: -2
Energy above the lowest of the compared OMol25 structures with the same formula, charge and spin (kJ/mol): 0.0
HOMO energy (spin up / spin down) (eV): -1.00 / -0.98

Entry from the OMol25 dataset: a single C5H10OS3 molecule at a distorted geometry (ωB97M-V/def2-TZVPD).

Last column: Löwdin charge in e.
Geometry (Å):
C: -0.214 1.869 0.385  -0.4341
C: -2.801 0.226 -0.130  -0.3766
C: 2.726 0.435 -0.176  -0.4230
C: 0.226 -2.248 0.102  -0.3610
C: -0.096 0.580 -0.302  -1.2284
O: 0.112 2.047 1.549  0.0113
S: -1.519 0.268 -1.419  0.8275
S: 1.396 0.662 -1.382  0.8038
S: 0.196 -0.684 1.072  0.8123
H: -0.521 2.737 -0.280  0.1410
H: -3.711 0.287 -0.570  -0.0071
H: -2.812 0.927 0.602  0.0070
H: -2.800 -0.728 0.486  0.0659
H: 3.583 1.245 -0.225  0.0864
H: 3.231 -0.501 -0.444  0.0291
H: 2.385 0.284 0.817  -0.0319
H: 0.850 -2.922 0.667  0.0232
H: 0.637 -1.956 -0.874  0.0148
H: -0.869 -2.527 0.121  0.0399

Maximum force (eV/Å): 4.25
HOMO-LUMO gap (Eh): 0.3391
SMILES: CSC(C=O)(SC)SC
Total charge: 0
Energy above the lowest of the compared OMol25 structures with the same formula, charge and spin (kJ/mol): 0.0
HOMO energy (eV): -8.78

Entry from the OMol25 dataset: 2 unconnected molecules or ions with the total composition C4H6N2 (ωB97M-V/def2-TZVPD).

Last column: Löwdin charge in e.
Geometry (Å):
N: -1.069 -1.314 -0.160  0.0030
C: -0.467 -0.933 -1.235  0.0247
C: -1.012 0.109 -0.203  -0.2938
C: 0.010 0.810 0.654  -0.2927
N: 0.888 0.007 1.437  0.0062
C: 1.513 0.456 0.403  0.0240
H: -1.151 -2.137 0.420  0.1364
H: 0.993 0.507 -2.260  0.0213
H: -1.936 0.639 -0.437  0.1141
H: -0.229 1.810 1.017  0.1143
H: 0.970 -0.719 2.136  0.1388
H: 1.492 0.766 -1.771  0.0036

Maximum force (eV/Å): 0.90
HOMO-LUMO gap (Eh): 0.3396
Total charge: 0
Energy above the lowest of the compared OMol25 structures with the same formula, charge and spin (kJ/mol): 778.5
HOMO energy (eV): -8.64